1.
A 2-piece molecular cluster, C4H10O2 overall, computed with the ωB97M-V functional and the def2-TZVPD basis.

Structure (XYZ):
```
16
Properties=species:S:1:pos:R:3
O -0.983 -0.778 1.497
C -2.299 0.542 -0.058
H -0.042 -0.833 1.726
C 0.146 0.026 -0.473
H -2.433 0.455 -1.153
O 1.291 -0.190 0.311
H -1.763 1.463 0.424
H -3.185 0.213 0.503
H -0.036 -0.827 -1.148
H 2.722 0.220 -1.131
C 2.425 -0.568 -0.425
H 2.249 -1.497 -0.987
C -0.971 0.162 0.527
H 0.216 0.944 -1.077
H 3.233 -0.729 0.292
H -0.570 1.396 1.173
```

max |F| = 4.40 eV Å⁻¹
ΔE to the lowest compared entry with this formula, charge and spin = 94.9 kcal per mole
E_HOMO = -8.8 eV

2.
One molecule with the formula C4H10O2, computed with the ωB97M-V functional and the def2-TZVPD basis.

Structure (XYZ):
```
16
Properties=species:S:1:pos:R:3
H -0.065 0.094 -2.162
C 0.051 -0.132 0.001
H -1.547 0.554 1.325
H -1.008 -1.840 0.890
H -0.136 1.621 -1.297
C -0.416 -1.600 -0.001
O 1.491 -0.173 -0.003
H 2.924 0.976 -0.023
C -0.460 0.575 -1.261
H 0.429 -2.296 -0.027
H -0.132 1.618 1.302
H -1.555 0.563 -1.310
C -0.453 0.572 1.267
O 1.976 1.201 -0.001
H -1.052 -1.825 -0.864
H -0.048 0.091 2.164
```

structure (SMILES) = CC(C)(C)OO
max |F| = 0.76 eV Å⁻¹
ΔE to the lowest compared entry with this formula, charge and spin = 70.6 kcal per mole
E_HOMO = -9.5 eV

3.
A 2-piece molecular cluster, C4H10O2 overall, computed with the ωB97M-V functional and the def2-TZVPD basis.

Structure (XYZ):
```
16
Properties=species:S:1:pos:R:3
H -1.032 -0.791 1.222
C 2.834 -1.228 0.351
O -0.900 -0.829 0.273
H -2.622 -0.507 -0.874
H -2.991 1.779 -0.288
C -1.741 0.018 -0.479
O 1.531 0.277 -0.973
H -1.203 0.276 -1.388
C 2.680 -0.123 -0.364
H -2.809 0.884 1.159
H 3.705 -1.359 0.977
H 1.993 -1.881 0.545
H 0.802 -0.231 -0.582
C -2.249 1.222 0.280
H 3.453 0.617 -0.481
H -1.450 1.875 0.621
```

structure (SMILES) = C=CO.CCO
max |F| = 1.11 eV Å⁻¹
ΔE to the lowest compared entry with this formula, charge and spin = 35.6 kcal per mole
E_HOMO = -8.8 eV

4.
C4H10O2 as an isolated structure, computed with the ωB97M-V functional and the def2-TZVPD basis.

Structure (XYZ):
```
16
Properties=species:S:1:pos:R:3
C -0.923 -1.093 0.082
H -2.768 -0.409 1.126
H -1.547 -1.194 -0.804
C -1.942 0.279 0.879
H 2.688 -0.149 -1.261
C 1.919 0.627 -1.350
H 0.045 0.827 1.552
C 0.382 -0.676 -0.187
O -1.378 0.875 1.856
H 1.988 1.105 -2.328
O 0.618 0.062 -1.266
H -2.134 0.856 -0.046
H 0.744 0.541 1.201
H 1.248 -1.105 0.312
H 2.049 1.370 -0.554
H -0.989 -1.916 0.788
```

max |F| = 0.26 eV Å⁻¹
ΔE to the lowest compared entry with this formula, charge and spin = 112.8 kcal per mole
E_HOMO = -8.9 eV

5.
A 2-piece molecular cluster, C4H10O2 overall, computed with the ωB97M-V functional and the def2-TZVPD basis.

Structure (XYZ):
```
16
Properties=species:S:1:pos:R:3
O -0.490 -0.616 1.596
H 1.314 -0.473 1.027
H -0.174 -0.247 -0.982
H 3.212 -0.439 -1.045
H -0.279 1.513 -0.823
O 1.940 0.000 0.461
H -0.941 1.354 1.540
H -2.755 0.265 0.287
C -0.652 0.429 1.001
H 3.150 -1.662 0.249
C -0.709 0.564 -0.482
C 2.552 -0.968 -0.355
C -2.246 0.470 -0.666
H -2.668 1.396 -1.051
H -2.489 -0.369 -1.316
H 1.827 -1.557 -0.942
```

structure (SMILES) = CCC=O.CO
max |F| = 0.43 eV Å⁻¹
ΔE to the lowest compared entry with this formula, charge and spin = 36.5 kcal per mole
E_HOMO = -10.0 eV

6.
A 2-piece molecular cluster, C4H10O2 overall, computed with the ωB97M-V functional and the def2-TZVPD basis.

Structure (XYZ):
```
16
Properties=species:S:1:pos:R:3
H 2.385 0.313 2.017
H 0.609 -0.237 3.589
O -1.787 -0.711 -3.999
H -0.740 -0.568 0.855
H -1.124 1.675 -5.579
C 1.702 -0.528 1.955
H -0.032 -0.505 -5.084
C -0.888 -0.154 1.952
H 0.445 1.303 2.682
H 2.081 -1.397 2.565
H 1.564 -0.705 0.959
C 0.429 0.106 2.608
O -0.945 1.376 -4.638
H -1.382 0.801 1.974
C -0.883 -0.045 -4.567
H -1.434 -0.724 2.711
```

structure (SMILES) = O=CO.CCC
max |F| = 5.50 eV Å⁻¹
ΔE to the lowest compared entry with this formula, charge and spin = 56.9 kcal per mole
E_HOMO = -10.4 eV